Entry from the OMol25 dataset: a molecular structure, C4H6LiO2V in a non-equilibrium geometry (wB97M-V/def2-TZVPD).

Cartesian coordinates (Å):
O -1.33447 1.55576 0.27792
V 0.31545 2.24639 -0.15675
C -1.60115 0.19639 0.34165
C -0.35786 -0.70587 0.36741
H -2.17788 -0.02983 1.26270
H 0.08619 -0.50629 1.35906
H -0.67172 -1.76116 0.40217
H -2.22614 -0.11598 -0.52408
C 0.45574 -0.47989 -1.17032
C 1.60582 -0.31046 -0.32038
O 2.45663 -0.63455 0.53222
Li 2.98533 1.71837 1.37051
H -0.23691 0.07139 -1.82043
H 0.70098 -1.24427 -1.92169

total energy = -1257.74935 Eh
<S²> = 6.07
Kohn-Sham gap (alpha / beta) = 5.1308 / 4.7169 eV
2S+1 = 5
LUMO level (alpha / beta) = -0.290 / -0.510 eV